(A)
16
Properties=species:S:1:pos:R:3:mulliken_charge:R:1 method="wB97M-V/def2-TZVPD" lumo_ev=1.05 gap_ev=10.41
H 0.01 2.10 -2.63 0.292
N 0.84 1.54 -2.82 -0.612
C 0.94 0.67 -1.90 0.197
N 0.07 0.44 -0.82 -0.535
C -0.04 -0.93 -0.32 0.098
C -1.26 -1.24 0.46 -0.653
C -1.35 -0.44 1.54 -0.409
C -0.11 0.39 1.71 -0.771
C 0.69 0.10 0.44 -0.031
H 1.83 -0.07 -1.97 0.292
H 0.50 -1.68 -0.93 0.399
H -1.98 -1.97 0.08 0.403
H -2.15 -0.52 2.25 0.391
H -0.31 1.47 1.86 0.261
H 0.50 0.12 2.59 0.327
H 1.82 0.03 0.46 0.351

***

(B)
16
Properties=species:S:1:pos:R:3:mulliken_charge:R:1 method="wB97M-V/def2-TZVPD" lumo_ev=0.42 gap_ev=9.35
C 0.95 -1.51 -0.06 -0.999
C 0.52 0.01 -0.12 0.682
C 1.04 0.86 0.85 -0.370
C 2.48 0.54 1.30 0.086
C -1.65 1.32 -0.48 -0.281
C -1.91 -0.10 -0.63 -0.509
H 2.18 -1.76 -0.21 0.377
H 0.21 -2.18 -1.19 0.239
H 0.57 -2.10 1.12 0.252
H 0.62 1.94 0.87 0.282
H -1.78 1.96 0.54 0.291
H -2.02 1.87 -1.42 0.220
H -2.33 -0.75 -1.39 0.236
H -1.97 -0.84 0.23 0.201
N 3.68 0.40 1.46 -0.465
N -0.59 0.32 -0.85 -0.242

***

(C)
16
Properties=species:S:1:pos:R:3:mulliken_charge:R:1 method="wB97M-V/def2-TZVPD" lumo_ev=-0.58 gap_ev=9.35
C -2.13 -0.77 1.04 -0.743
C -2.66 0.12 0.26 0.457
C -1.07 -0.77 -0.05 0.221
C 1.56 -0.60 -0.78 -1.223
C 0.58 1.25 0.82 -1.319
C 0.62 -0.16 0.43 0.281
N -2.49 0.65 -0.95 -0.446
N -1.40 0.08 -1.30 -0.166
H -0.95 -1.85 -0.38 0.479
H 1.37 -1.66 -0.94 0.356
H 2.55 -0.15 -0.64 0.367
H 1.14 -0.16 -1.70 0.342
H 0.25 1.38 1.80 0.382
H 0.04 1.91 0.20 0.346
H 1.67 1.43 0.88 0.345
H 0.90 -0.70 1.30 0.321

***

Which structure is the most stable? The one labeled (A).

***

(A)
62
Properties=species:S:1:pos:R:3:mulliken_spin:R:1 method="wB97M-V/def2-TZVPD" s2=0.77 spin_multiplicity=2 total_charge=+2 lumo_ev="-7.07 / -8.67" gap_ev="7.05 / 5.47"
Ti 0.36 -0.60 -0.47 -0.012
O 3.68 -0.88 1.99 0.035
C 3.51 0.13 2.84 0.058
C 4.50 0.52 3.74 -0.027
C 4.28 1.59 4.58 0.054
C 3.07 2.32 4.55 0.007
C 2.11 1.96 3.67 0.005
C 2.29 0.85 2.79 0.063
C 1.26 0.52 1.87 -0.039
O 1.22 -0.59 1.22 0.024
N 0.21 1.39 1.73 0.454
N -0.66 0.93 0.86 0.167
C -1.79 1.68 0.85 0.011
S -1.91 3.09 1.79 0.072
C -3.70 3.29 1.54 -0.003
C -4.05 2.74 0.17 -0.001
S -3.14 1.18 -0.05 0.092
H 4.58 -1.23 2.03 -0.002
H 5.44 -0.03 3.78 0.001
H 5.05 1.87 5.28 0.002
H 2.93 3.15 5.23 0.001
H 1.18 2.51 3.62 -0.002
H -3.91 4.35 1.60 0.000
H -4.22 2.77 2.34 0.003
H -3.76 3.40 -0.64 0.005
H -5.12 2.51 0.08 0.000
F -0.31 4.43 -2.43 0.000
C -0.62 3.14 -2.52 -0.005
C -0.04 2.25 -1.62 0.008
C -0.38 0.91 -1.72 0.013
C -1.25 0.44 -2.71 0.009
C -1.80 1.39 -3.57 0.002
F -2.66 1.01 -4.53 0.001
C -1.51 2.73 -3.49 0.004
C -1.34 -1.02 -2.88 -0.006
C -1.98 -1.67 -3.93 0.000
C -1.81 -3.04 -4.08 -0.001
C -0.99 -3.73 -3.21 0.000
C -0.42 -3.04 -2.17 0.000
N -0.62 -1.72 -1.98 0.002
H 0.65 2.63 -0.88 0.002
H -1.95 3.44 -4.19 0.000
H -2.57 -1.12 -4.63 0.000
H -2.29 -3.55 -4.91 0.000
H -0.80 -4.79 -3.32 0.000
H 0.22 -3.54 -1.46 0.000
F 1.94 -1.89 -0.87 -0.001
Sb 3.20 -0.76 -1.96 -0.001
F 2.18 0.50 -0.82 0.003
F 1.63 -0.59 -2.98 0.000
F 3.96 0.68 -2.80 0.000
F 3.68 -2.26 -2.92 0.000
F 4.55 -0.99 -0.74 0.000
N -1.18 -4.97 2.02 0.000
N -1.25 -3.63 1.75 0.001
N -2.04 -2.83 2.43 0.000
C -1.86 -1.69 1.78 -0.001
N -1.02 -1.83 0.76 0.001
N -0.64 -3.11 0.75 -0.001
H -1.47 -5.12 2.98 0.000
H -0.26 -5.32 1.79 0.000
H -2.35 -0.77 2.07 0.001

***

(B)
62
Properties=species:S:1:pos:R:3:mulliken_spin:R:1 method="wB97M-V/def2-TZVPD" s2=0.81 spin_multiplicity=2 total_charge=+2 lumo_ev="-6.76 / -9.12" gap_ev="7.11 / 4.75"
Ti 0.24 -0.51 -0.36 -0.008
O 0.39 -4.75 0.76 0.144
C -0.86 -4.97 1.04 0.196
C -1.22 -6.27 1.47 -0.002
C -2.52 -6.52 1.77 0.039
C -3.52 -5.51 1.66 0.175
C -3.20 -4.25 1.25 -0.085
C -1.87 -3.93 0.93 0.171
C -1.50 -2.61 0.49 -0.046
O -0.24 -2.30 0.22 -0.029
N -2.44 -1.70 0.36 0.299
N -1.92 -0.52 -0.05 0.043
C -2.89 0.39 -0.24 0.021
S -4.52 -0.01 0.08 0.030
C -5.13 1.69 -0.09 -0.002
C -4.28 2.39 -1.14 -0.001
S -2.54 1.97 -0.81 0.056
H 0.51 -3.82 0.49 -0.006
H -0.45 -7.02 1.54 0.000
H -2.81 -7.51 2.10 0.001
H -4.55 -5.75 1.91 0.002
H -3.95 -3.48 1.16 -0.003
H -5.05 2.17 0.88 0.001
H -6.17 1.64 -0.39 0.000
H -4.37 3.47 -1.08 0.000
H -4.53 2.06 -2.15 0.003
F -2.46 -1.26 -5.01 0.000
C -1.28 -1.18 -4.40 -0.001
C -1.27 -0.91 -3.04 -0.003
C -0.05 -0.82 -2.39 -0.004
C 1.15 -0.99 -3.11 0.002
C 1.06 -1.30 -4.46 0.000
F 2.18 -1.53 -5.17 0.000
C -0.14 -1.39 -5.13 -0.001
C 2.39 -0.97 -2.33 0.001
C 3.69 -0.94 -2.82 0.000
C 4.75 -0.97 -1.94 0.000
C 4.52 -1.03 -0.57 0.000
C 3.21 -1.02 -0.14 -0.001
N 2.18 -0.98 -0.99 0.000
H -2.22 -0.79 -2.54 0.010
H -0.18 -1.62 -6.19 0.000
H 3.86 -0.90 -3.89 0.000
H 5.77 -0.95 -2.32 0.000
H 5.32 -1.08 0.15 0.000
H 2.98 -1.06 0.92 0.000
F 0.09 1.23 -0.27 0.001
Sb 1.78 1.01 2.89 -0.001
F 2.46 1.58 1.25 0.000
F 3.11 -0.29 3.07 0.000
F 1.00 0.34 4.46 0.000
F 0.84 -0.35 1.75 0.000
F 2.37 2.59 3.65 0.000
N -2.25 4.54 3.24 0.000
N -1.64 3.32 3.08 0.000
N -2.34 2.23 2.84 -0.001
C -1.38 1.34 2.64 -0.005
N -0.18 1.92 2.75 0.001
N -0.37 3.20 3.04 0.000
H -3.06 4.40 3.83 0.000
H -1.58 5.16 3.68 0.000
H -1.55 0.30 2.45 0.004

***

Which structure is the most stable? The one labeled (B).

***

(A)
17
Properties=species:S:1:pos:R:3:mulliken_charge:R:1 method="wB97M-V/def2-TZVPD" lumo_ev=0.73 gap_ev=8.58 smiles="NC(N)=O.CNN"
N 2.13 -0.27 0.00 -0.389
C 1.40 0.52 0.84 0.823
N 1.08 1.76 0.33 -0.590
O 1.10 0.18 1.98 -0.683
H 2.51 0.12 -0.85 0.176
H 2.60 -1.05 0.42 0.241
H 0.39 2.26 0.87 0.235
H 0.92 1.81 -0.67 0.208
C -2.08 0.19 -0.40 -0.940
N -0.87 -0.46 0.07 0.012
N -0.75 -1.78 -0.54 -0.745
H -2.21 1.12 0.16 0.322
H -2.98 -0.43 -0.30 0.324
H -1.96 0.43 -1.46 0.255
H -0.86 -0.57 1.11 0.262
H -0.44 -1.61 -1.50 0.223
H 0.03 -2.23 -0.06 0.265

***

(B)
17
Properties=species:S:1:pos:R:3:mulliken_charge:R:1 method="wB97M-V/def2-TZVPD" lumo_ev=0.71 gap_ev=7.45
C 0.77 0.52 1.60 -0.839
O -0.11 1.68 1.65 -0.559
H 0.28 2.39 2.18 0.269
H 0.76 0.01 2.58 0.261
H 1.80 0.82 1.37 0.270
H -0.68 -0.61 0.80 0.488
N -0.53 -1.10 -0.11 -0.027
C 0.42 -0.09 -0.79 0.303
N -1.70 -1.55 -0.85 -0.741
N -0.30 1.08 -1.03 -0.479
N 1.40 -0.46 -1.51 -0.796
H 0.02 -1.92 0.16 0.408
H -1.36 -1.93 -1.73 0.293
H -2.19 -0.69 -1.08 0.320
H 0.17 1.63 -1.74 0.255
H -0.44 1.63 -0.17 0.363
H 1.70 -1.42 -1.33 0.212

***

(C)
17
Properties=species:S:1:pos:R:3:mulliken_charge:R:1 method="wB97M-V/def2-TZVPD" lumo_ev=0.99 gap_ev=8.72 smiles=N[C@@H](O)C(N)(N)N
N 1.32 -0.14 1.63 -0.688
C 1.07 -0.58 0.30 -0.173
O 0.88 -1.95 0.23 -0.531
C -0.35 0.27 -0.44 0.658
N -1.44 -0.29 0.20 -0.683
N -0.27 1.66 -0.20 -0.473
N -0.42 0.00 -1.83 -0.467
H 0.56 -0.36 2.26 0.274
H 1.48 0.86 1.67 0.272
H 1.87 -0.29 -0.37 0.364
H 1.01 -2.31 1.12 0.331
H -1.53 -1.31 0.16 0.234
H -2.54 0.21 0.06 0.253
H -0.57 2.31 -0.92 0.180
H -0.16 2.02 0.74 0.108
H 0.44 -0.05 -2.38 0.151
H -1.36 -0.03 -2.24 0.189

***

Which structure is the most stable? The one labeled (A).

***

(A)
12
Properties=species:S:1:pos:R:3:mulliken_charge:R:1 method="wB97M-V/def2-TZVPD" lumo_ev=0.90 gap_ev=9.76 smiles=C1OCSCO1
C 1.67 0.00 -0.01 -0.224
O 0.88 -1.06 0.50 -0.383
C -0.27 -1.30 -0.29 -0.310
S -1.51 0.00 0.00 -0.175
C -0.26 1.30 0.29 -0.288
O 0.88 1.05 -0.51 -0.379
H 2.30 0.32 0.87 0.278
H 2.28 -0.35 -0.84 0.304
H 0.00 -1.29 -1.32 0.311
H -0.70 -2.24 0.02 0.294
H 0.03 1.31 1.36 0.282
H -0.68 2.26 0.00 0.291

***

(B)
12
Properties=species:S:1:pos:R:3:mulliken_charge:R:1 method="wB97M-V/def2-TZVPD" lumo_ev=0.09 gap_ev=9.78 smiles="O=C[C@@H](S)CO"
O 1.44 -1.42 -0.01 -0.502
C 0.23 -1.30 0.03 0.163
C -0.43 -0.13 -0.57 0.016
S -1.98 0.24 0.33 -0.260
C 0.48 1.06 -0.36 -0.564
O 1.16 1.12 0.86 -0.525
H -0.46 -1.72 0.84 0.150
H -0.67 -0.20 -1.58 0.357
H -2.58 -0.82 0.88 0.122
H -0.10 1.96 -0.57 0.420
H 1.41 0.99 -0.95 0.309
H 1.49 0.24 1.10 0.316

***

(C)
12
Properties=species:S:1:pos:R:3:mulliken_charge:R:1 method="wB97M-V/def2-TZVPD" lumo_ev=0.86 gap_ev=9.59 smiles=C1OCSCO1
C -1.25 0.09 -0.13 -0.168
O -0.23 0.88 0.57 -0.388
C 0.91 1.28 -0.32 -0.266
S 1.85 -0.32 -0.11 -0.163
C 0.42 -1.26 0.35 -0.293
O -0.48 -1.02 -0.71 -0.354
H -1.99 -0.30 0.62 0.257
H -1.92 0.60 -0.92 0.253
H 0.76 1.68 -1.32 0.305
H 1.29 2.22 0.30 0.233
H -0.08 -1.34 1.35 0.334
H 0.73 -2.51 0.31 0.250

***

Which structure is the most stable? The one labeled (A).

***

(A)
10
Properties=species:S:1:pos:R:3:mulliken_charge:R:1 method="wB97M-V/def2-TZVPD" lumo_ev=-0.32 gap_ev=7.08 smiles="NN(C=S)C=S"
N -0.62 2.22 0.57 -0.771
N -0.25 1.09 0.10 0.376
C 1.01 0.67 0.67 -0.118
S 1.45 -0.88 0.69 -0.258
C -0.93 0.26 -0.78 -0.240
S -0.97 -1.38 -0.97 -0.248
H -1.60 2.29 1.00 0.263
H -0.43 2.88 -0.22 0.254
H 1.74 1.40 0.95 0.332
H -1.71 0.79 -1.24 0.411

***

(B)
10
Properties=species:S:1:pos:R:3:mulliken_charge:R:1 method="wB97M-V/def2-TZVPD" lumo_ev=-0.51 gap_ev=8.28 smiles="NC(=S)NC=S"
N -1.80 1.52 0.00 -0.430
C -1.11 0.36 0.03 0.388
S -1.98 -1.09 -0.03 -0.365
N 0.22 0.57 -0.08 -0.176
C 1.19 -0.35 0.12 -0.067
S 2.82 -0.09 -0.02 -0.274
H -2.75 1.46 0.22 0.216
H -1.40 2.43 0.18 0.202
H 0.51 1.56 -0.25 0.271
H 0.76 -1.34 0.37 0.234

***

Which structure is the most stable? The one labeled (B).